Below is a structure of composition C15H19N4Pt in a non-equilibrium geometry, with properties calculated with wB97M-V/def2-TZVPD.

Structure (ORCA input):
```
! wB97M-V def2-TZVPD RIJCOSX def2/J DEFGRID3
* xyz 1 1
Pt 0.22627 -0.00611 0.15360
C -2.07322 1.30654 3.50258
C -1.71807 0.40223 4.49699
C -0.84798 -0.62839 4.20267
C -0.33420 -0.75107 2.91475
N -0.68092 0.14947 1.96771
C -1.52379 1.14676 2.25043
C 0.58519 -1.78227 2.44749
C 1.02947 -2.84355 3.23469
C 1.92521 -3.75986 2.71615
C 2.38310 -3.60938 1.41329
C 1.93463 -2.55503 0.62810
C 1.02107 -1.62906 1.12329
H -2.75371 2.12279 3.69306
H -2.11928 0.50395 5.49636
H -0.56171 -1.33639 4.96566
H -1.74872 1.82242 1.43553
H 0.68319 -2.96212 4.25351
H 2.27101 -4.58386 3.32459
H 3.09070 -4.32077 1.00676
H 2.31969 -2.47053 -0.38162
N 0.99376 -0.46501 -1.79491
C -0.01741 -1.12556 -2.67106
C -0.87635 -2.09893 -1.89226
N -1.62000 -1.36073 -0.87560
H 1.35516 0.36525 -2.25213
H 1.78152 -1.08513 -1.64258
H 0.48165 -1.63905 -3.49430
H -0.64821 -0.34565 -3.10044
H -0.22365 -2.80913 -1.37911
H -1.52111 -2.66430 -2.56922
H -2.05500 -1.97654 -0.20139
H -2.35556 -0.79064 -1.27801
C 3.14479 3.53043 1.18064
C 2.10255 2.65510 0.66961
N 1.27764 1.95877 0.28174
H 2.76496 4.08203 2.03875
H 3.44578 4.23544 0.40792
H 4.00694 2.93995 1.48723
*
```

Strongest force on any atom, hartree/bohr: 0.022
Energy, a.u.: -921.1142



Below is a cluster of 13 separate species, C5H37NO12 in total in a non-equilibrium geometry, with properties calculated with wB97M-V/def2-TZVPD.

Structure (ORCA input):
```
! wB97M-V def2-TZVPD RIJCOSX def2/J DEFGRID3
* xyz 0 1
C 2.82225 0.73493 -1.77388
C 2.66040 0.97042 -3.27111
C 1.42775 1.19180 -1.17205
N 1.60047 1.35478 0.29479
C 1.65459 2.84289 0.67330
C 1.90027 3.03165 2.17121
H 3.53289 1.44513 -1.41575
H 2.77854 -0.33607 -1.56716
H 2.20825 1.91970 -3.65063
H 3.60730 0.66009 -3.73209
H 1.88597 0.27739 -3.65198
H 1.22854 2.15913 -1.70608
H 0.66935 0.47205 -1.40689
H 0.76027 0.97491 0.69343
H 0.69040 3.28706 0.38722
H 2.53418 3.25098 0.14674
H 1.61043 3.93942 2.68325
H 2.97845 2.95011 2.34623
H 1.20463 2.39507 2.74407
H -1.00504 0.91036 3.56198
H -1.86825 0.20690 2.61007
O -1.92635 0.89209 3.29696
H -3.07025 2.07195 -2.55649
H -4.08741 1.27304 -1.77276
O -3.45198 1.99686 -1.66893
H -1.17915 -0.60708 0.65322
H -0.16981 -1.27561 1.60045
O -1.12552 -1.03603 1.52804
H -1.35580 -2.68531 1.38657
H -2.58153 -3.82249 1.31434
O -1.70163 -3.56101 1.04071
H 3.02063 0.16690 1.11197
H 4.62556 0.53727 0.79697
O 3.96409 0.12068 1.33263
H -1.58222 -2.80221 -0.54835
H -1.63385 -3.53178 -1.81254
O -1.49818 -2.61541 -1.52160
H 2.38589 -2.65565 2.32838
H 0.97733 -3.28448 2.01343
O 1.44364 -2.58294 2.49032
H -1.07261 -0.05141 -1.58766
H -2.06864 1.05092 -0.90443
O -1.49792 0.27877 -0.78689
H -4.25457 -1.87058 -2.49908
H -3.11502 -1.69849 -1.55527
O -3.84730 -1.18407 -1.94998
H 0.05429 -1.12481 -3.70003
H -0.58952 -1.63730 -2.42487
O 0.00243 -0.90135 -2.74985
H -3.64160 -1.10540 0.90907
H -4.82361 -1.23740 0.07980
O -4.34151 -1.76866 0.73698
H 1.48584 0.47148 2.95437
H 0.98463 -0.37336 4.19664
O 0.79004 -0.08580 3.30324
*
```

Strongest force on any atom, hartree/bohr: 0.085
Energy, a.u.: -1170.2857



Below is a cluster of 2 separate species, C3H9N in total in a non-equilibrium geometry, with properties calculated with wB97M-V/def2-TZVPD.

Structure (ORCA input):
```
! wB97M-V def2-TZVPD RIJCOSX def2/J DEFGRID3
* xyz 0 1
C -6.64478 -0.94420 -1.23872
H -5.75058 -0.32639 -0.91080
H -6.75047 -1.56142 -0.37685
H -7.42516 -0.19255 -1.61708
H -6.41539 -1.46597 -2.21445
C 3.85536 1.08653 0.20180
C 2.82796 0.12376 0.23107
N 1.67579 0.02484 1.09679
H 4.55776 1.47326 1.00016
H 4.30103 1.00636 -0.92509
H 2.80510 -0.73165 -0.63760
H 1.69470 0.73570 1.78641
H 1.02118 -0.70781 1.05284
*
```

SMILES: C=CN.C
Strongest force on any atom, hartree/bohr: 0.087
Energy, a.u.: -174.3531



Below is the ion C7H14NO with charge +1 in a non-equilibrium geometry, with properties calculated with wB97M-V/def2-TZVPD.

Structure (ORCA input):
```
! wB97M-V def2-TZVPD RIJCOSX def2/J DEFGRID3
* xyz 1 1
C 2.51451 0.09903 0.04616
C 1.53786 -0.24756 1.18629
C 1.50909 -0.58570 -0.92278
C -2.16152 0.07499 -0.27482
C -0.61074 0.42504 0.15052
C -2.69524 -1.29467 -0.56703
C -0.06769 1.80251 0.06975
N 0.46025 -0.61696 0.28581
O -1.67520 0.21901 1.00451
H 2.64837 1.13086 -0.10888
H 3.52896 -0.21287 0.11826
H 1.80165 -0.94403 1.93993
H 1.24285 0.66698 1.67559
H 1.05494 -0.07442 -1.82045
H 1.82646 -1.54203 -1.17195
H -2.84964 0.84296 -0.56814
H -3.66888 -1.13317 -0.91942
H -2.65178 -1.86955 0.35459
H -2.00034 -1.82896 -1.24330
H 0.58460 1.92593 -0.81515
H 0.59048 2.12255 0.89697
H -0.91421 2.47701 0.09200
H -0.00479 -1.43693 0.59153
*
```

SMILES: C[C@H]1O[C@@]1(C)[NH+]1CCC1
Strongest force on any atom, hartree/bohr: 0.058
Energy, a.u.: -404.7588



Below is a structure of composition C36H43N4O4PY, with properties calculated with wB97M-V/def2-TZVPD.

Structure (ORCA input):
```
! wB97M-V def2-TZVPD RIJCOSX def2/J DEFGRID3
* xyz 1 1
Y -0.02402 -0.15847 -0.02242
C 2.65064 -0.70818 1.79266
N 1.22978 -0.65218 2.19487
C 0.85374 -1.99295 2.71978
C 0.50805 -2.98073 1.60899
C -0.98710 -3.08470 1.35168
N -1.54935 -1.76542 1.03795
C -2.82853 -1.66609 1.04631
C -3.62389 -0.49075 0.77062
C -5.02161 -0.64357 0.80492
C -5.86169 0.43296 0.63988
C -5.30227 1.70101 0.46294
C -3.93838 1.89027 0.43679
C -3.06217 0.79773 0.57152
O -1.76952 0.97841 0.52641
C 1.04260 0.37666 3.25259
C 0.65505 1.76924 2.77602
C 1.52636 2.41130 1.70435
N 1.08262 2.01615 0.35797
C 0.99279 2.98151 -0.48606
C 0.50583 3.00628 -1.84993
C 0.57530 4.25612 -2.49202
C 0.09701 4.44016 -3.76988
C -0.48046 3.35699 -4.42939
C -0.57145 2.11816 -3.82960
C -0.08107 1.90634 -2.52852
O -0.17081 0.73574 -1.96322
H 3.29419 -0.80980 2.67438
H 2.93809 0.19058 1.24887
H 2.82314 -1.56303 1.14148
H -0.01507 -1.86846 3.36664
H 1.66949 -2.36918 3.34852
H 0.87102 -3.98473 1.83934
H 1.03608 -2.70901 0.68480
H -1.48427 -3.48435 2.24184
H -1.17455 -3.76733 0.51958
H -3.42328 -2.55364 1.29278
H -5.43122 -1.63256 0.97542
H -6.93412 0.30451 0.66676
H -5.95433 2.55789 0.34678
H -3.51169 2.87402 0.29757
H 1.95883 0.42514 3.85485
H 0.25294 0.02499 3.91575
H 0.67560 2.40763 3.66305
H -0.38154 1.77742 2.42567
H 2.57984 2.14778 1.83701
H 1.45999 3.49923 1.79294
H 1.29046 3.97840 -0.14328
H 1.01334 5.09212 -1.95995
H 0.15871 5.40754 -4.24679
H -0.87091 3.48547 -5.43135
H -1.02031 1.28528 -4.35341
N -3.28961 -1.98702 -3.66128
C -2.11861 -1.35335 -3.06950
C -1.39568 -2.36310 -2.20261
O -1.77597 -3.60520 -2.38125
O -0.51191 -2.09372 -1.40460
H -3.43929 -1.70080 -4.61787
H -4.13203 -1.78165 -3.13849
H -2.49768 -3.55375 -3.06369
H -2.30519 -0.43805 -2.50567
H -1.38779 -1.09472 -3.84152
C 3.35052 0.53856 -2.13515
P 2.52360 -1.04333 -1.75705
C 3.88435 -2.20541 -1.45818
C 3.58603 -3.40747 -0.81920
C 4.57203 -4.35300 -0.58338
C 5.87832 -4.09708 -0.97227
C 6.18979 -2.89959 -1.59844
C 5.20067 -1.96106 -1.84425
C 1.85860 -1.56522 -3.37338
C 1.51198 -2.89664 -3.59775
C 0.90187 -3.27799 -4.78173
C 0.63031 -2.33290 -5.76250
C 0.97845 -1.00741 -5.55173
C 1.58472 -0.62480 -4.36294
H 2.60102 1.32191 -2.24525
H 3.94920 0.49707 -3.04611
H 3.99746 0.80929 -1.29899
H 2.56717 -3.62081 -0.50871
H 4.31923 -5.28390 -0.09445
H 6.65353 -4.82805 -0.78822
H 7.20827 -2.69793 -1.90178
H 5.46605 -1.03678 -2.33865
H 1.71705 -3.64834 -2.84576
H 0.64634 -4.31710 -4.94145
H 0.16275 -2.63367 -6.69080
H 0.78778 -0.26478 -6.31594
H 1.83672 0.41789 -4.22482
*
```

Strongest force on any atom, hartree/bohr: 0.009
Energy, a.u.: -2297.3342



Below is a cluster of 2 separate species, C5H15N3 in total in a non-equilibrium geometry, with properties calculated with wB97M-V/def2-TZVPD.

Structure (ORCA input):
```
! wB97M-V def2-TZVPD RIJCOSX def2/J DEFGRID3
* xyz 0 1
C -2.24025 -0.93147 -0.37619
C -1.28739 -0.60586 -1.62196
N -1.60853 -1.56616 0.74129
H -0.88070 -0.90631 1.16487
H -1.15107 -2.42371 0.44446
H -2.67599 0.00911 -0.03130
H -3.04876 -1.56719 -0.75124
H -1.88473 -0.10981 -2.39092
H -0.89160 -1.53854 -2.03204
H -0.46627 0.05668 -1.37264
C 2.13756 -1.03040 0.48106
C 0.69888 2.45691 0.14118
N 1.77072 0.29449 0.05417
C 0.84845 1.05698 0.68854
N 0.17566 0.55811 1.65518
H 2.30565 0.72012 -0.70298
H -0.47926 1.20204 2.08227
H 1.91169 -1.76622 -0.30512
H 1.55557 -1.26250 1.37861
H 3.20996 -1.07590 0.72734
H 1.49475 3.08500 0.54156
H -0.25650 2.87721 0.42840
H 0.76216 2.46740 -0.94455
*
```

SMILES: [H]/N=C(\C)NC.CCN
Strongest force on any atom, hartree/bohr: 0.037
Energy, a.u.: -363.7596



Below is an isolated molecule of C4H6N2O2 in a non-equilibrium geometry, with properties calculated with wB97M-V/def2-TZVPD.

Structure (ORCA input):
```
! wB97M-V def2-TZVPD RIJCOSX def2/J DEFGRID3
* xyz 0 1
C -0.26412 -1.05338 -0.30990
C 1.08199 -0.04531 -0.07622
N -0.62042 -1.16198 -1.61493
C 0.79921 0.80132 0.89375
C -0.64488 0.68532 1.26381
O 1.96266 -0.04213 -1.10092
N -1.43948 1.66398 0.92792
O -0.47387 -1.94067 0.50833
H 2.75251 0.43961 -0.77379
H -0.98645 -2.03607 -1.96047
H -0.29953 -0.45964 -2.26915
H -2.37988 1.47341 1.28464
H 1.34336 1.70227 1.14331
H -0.83109 -0.02675 2.08362
*
```

SMILES: [H]/N=C/C=C(/O)C(N)=O
Strongest force on any atom, hartree/bohr: 0.098
Energy, a.u.: -415.9310



Below is a cluster of 3 separate species, C4H16N2O2 in total in a non-equilibrium geometry, with properties calculated with wB97M-V/def2-TZVPD.

Structure (ORCA input):
```
! wB97M-V def2-TZVPD RIJCOSX def2/J DEFGRID3
* xyz 2 1
C -0.94964 1.30868 -1.60346
C -1.45247 0.82203 -0.16659
C -1.63402 -0.72650 0.01751
C -1.09244 -1.96410 2.03981
N -0.70497 -1.23837 1.06451
N 0.46732 1.91380 -1.50277
H -0.81643 0.57497 -2.40208
H -1.67502 2.10886 -1.84500
H -0.61877 1.22808 0.44514
H -2.46458 1.20841 0.02815
H -2.68013 -0.94041 0.32779
H -1.63661 -1.31941 -0.90157
H -2.16862 -2.26619 2.05401
H -0.40277 -2.39226 2.75595
H 0.24572 -0.89120 0.91800
H 0.40909 2.75240 -0.90137
H 0.55339 2.37359 -2.41670
H 1.23080 1.31247 -1.14104
H 2.31747 1.03365 1.26264
H 2.09041 -0.04354 0.31184
O 1.59240 0.71588 0.70749
H 3.33149 -1.63608 1.10369
H 3.20965 -2.28127 -0.41759
O 2.84874 -1.65349 0.26163
*
```

Strongest force on any atom, hartree/bohr: 0.052
Energy, a.u.: -421.3596



Energy relative to the best compared isomer or geometry (same formula, charge and spin) in eV, matching the order above: 1.3564 1.7589 2.7200 3.7729 0.0541 0.7488 2.9824 1.5794